Entry from the OMol25 dataset: a structure of composition C31H39N6O5PPtS3Sb (ωB97M-V/def2-TZVPD).

The maximum force comes out at 0.0198 hartree/bohr. The HOMO energy is -15.918 eV. As for the net charge: +3. The energy above the lowest of the compared OMol25 structures with the same formula, charge and spin comes out at 2.7 kJ/mol. Its gap between HOMO and LUMO is 6.0368 eV.

Structure (XYZ):
```
87
C31H39N6O5PPtS3Sb | the OMol25 dataset | ωB97M-V/def2-TZVPD
Pt -0.03 -0.94 0.13
N 0.28 -5.04 -1.14
C -0.57 -4.07 -0.85
N 0.12 -2.98 -0.55
C 1.42 -3.38 -0.68
N 1.55 -4.63 -1.04
C 2.50 -2.43 -0.43
C 3.84 -2.71 -0.65
N 4.78 -1.82 -0.41
C 4.39 -0.64 0.05
C 3.06 -0.33 0.28
N 2.10 -1.24 0.04
H 0.08 -6.00 -1.41
H -1.64 -4.17 -0.87
H 4.14 -3.68 -1.04
H 5.16 0.10 0.25
H 2.74 0.62 0.66
C 1.36 0.27 4.83
C 1.09 -0.51 3.56
S 0.23 0.39 2.26
O 1.13 1.52 1.84
C -1.22 1.07 3.09
C -0.97 2.41 3.76
H 2.04 -0.31 5.46
H 0.45 0.44 5.41
H 1.83 1.23 4.62
H 0.47 -1.39 3.73
H 2.01 -0.82 3.07
H -1.55 0.30 3.78
H -1.96 1.16 2.29
H -0.51 2.30 4.74
H -1.93 2.91 3.89
H -0.34 3.04 3.15
C -2.43 -1.59 -2.46
O -2.86 -1.76 -1.08
P -2.25 -0.97 0.14
O -2.91 0.45 0.21
C -4.37 0.62 0.26
O -2.88 -1.70 1.38
C -2.52 -3.01 1.85
H -2.79 -2.46 -2.99
H -1.34 -1.52 -2.51
H -2.88 -0.69 -2.87
H -4.57 1.64 -0.03
H -4.71 0.43 1.28
H -4.84 -0.08 -0.43
H -2.85 -3.07 2.88
H -1.43 -3.15 1.80
H -3.03 -3.76 1.26
S 0.43 0.82 -1.52
Sb 1.71 3.53 0.60
C 3.52 2.93 1.43
C 3.62 2.77 2.81
C 4.86 2.47 3.36
C 5.97 2.34 2.54
C 5.86 2.49 1.16
C 4.62 2.77 0.60
C 1.06 5.16 1.78
C -0.23 5.41 2.22
C -0.48 6.58 2.91
C 0.54 7.49 3.16
C 1.83 7.23 2.73
C 2.11 6.05 2.04
C 2.27 4.24 -1.35
C 3.14 5.33 -1.28
C 3.58 5.92 -2.45
C 3.17 5.43 -3.68
C 2.31 4.35 -3.74
C 1.86 3.74 -2.58
H 2.76 2.90 3.45
H 4.96 2.36 4.43
H 6.93 2.12 2.97
H 6.73 2.40 0.53
H 4.53 2.89 -0.48
H -1.04 4.72 2.02
H -1.49 6.79 3.25
H 0.33 8.41 3.69
H 2.63 7.93 2.93
H 3.13 5.85 1.76
H 3.49 5.73 -0.34
H 4.25 6.76 -2.39
H 3.53 5.90 -4.59
H 1.99 3.96 -4.70
H 1.19 2.90 -2.66
O -0.78 3.26 -0.03
S -1.55 2.84 -1.24
N -0.95 1.66 -1.98
```

Results of the Mulliken charge analysis, in e, for atoms 1 through 2: atom 1 (Pt): 1.539, atom 2 (N): 0.159